ORCA calculation (ωB97M-V with the def2-TZVPD basis set) on a structure of composition C3H5N3O.

Geometry as XYZ:
```
12
Properties=species:S:1:pos:R:3:forces:R:3:lowdin_charge:R:1
O -0.895207 1.339016 -0.233655 -4.5075 -0.3888 1.5072 -0.044
N -0.192152 -0.741309 -0.174334 -2.2193 -0.4261 -0.3024 0.167
N 0.391911 1.473308 0.078664 2.0687 -3.3195 -2.3996 0.101
N -2.731470 -0.159983 -0.016592 2.2837 -4.8347 -1.3873 0.095
C 0.772183 0.197943 -0.145402 3.4520 1.4008 2.6473 -0.422
C -1.266658 -0.008249 -0.151671 -2.3085 3.1657 0.4765 -0.347
C 2.217850 -0.242174 -0.012067 1.6396 -0.1072 1.2505 -0.055
H -3.364907 0.316578 0.633739 1.4070 0.1600 -0.1882 0.086
H -2.976203 -1.265894 -0.063581 0.7558 3.7613 0.1857 0.155
H 2.928939 0.582990 0.206631 -1.0126 0.1357 0.2670 0.065
H 2.641264 -0.479054 -1.008515 -0.5247 -0.9499 0.5667 0.071
H 2.474450 -1.013168 0.886778 -1.0343 1.4027 -2.6235 0.128
```
Positions in Å, forces in eV/Å.

Calculated values
* HOMO-LUMO gap: 10.10 eV
* relative energy (zero: lowest compared OMol25 entry of this formula, charge and spin): 320.71 kJ/mol

=====

ORCA calculation (ωB97M-V with the def2-TZVPD basis set) on a structure of composition C8H46N3O18PS.

Geometry as XYZ:
```
77
Properties=species:S:1:pos:R:3:forces:R:3:lowdin_charge:R:1
S -0.180671 3.093570 -2.850966 -0.3495 0.9918 -1.4773 1.022
P -2.357735 -0.330338 -0.435616 -0.5605 -1.4667 1.0677 0.962
O 3.807852 -4.187206 1.198506 0.0370 0.0382 0.0677 -0.058
O 7.792126 -0.064332 3.287043 -0.1882 -0.1661 -0.0052 -0.051
O -2.012387 -3.185544 -4.164127 -0.3119 -0.4156 -0.1969 -0.061
O 3.670607 3.101799 -5.980586 -0.0439 -0.0088 0.0507 -0.051
O 4.508886 -2.512331 4.655876 -0.0196 0.2274 -0.1869 -0.073
O -0.486771 0.709466 3.824606 0.1146 0.1540 0.0387 -0.056
O -6.995092 2.747072 0.380960 0.0531 -0.0811 0.0543 -0.063
O -5.216705 -3.105940 -3.471413 -0.0108 0.0403 -0.1209 -0.053
O 1.747523 -2.956176 2.871764 0.5235 -0.1268 -0.1341 -0.059
O -0.826866 -2.302228 4.118456 -0.0063 -0.2793 -0.1468 -0.049
O -2.649138 4.189132 3.034512 0.4055 0.2383 0.2608 -0.052
O 2.512332 0.902339 -4.192425 -0.2888 -0.1067 0.0964 -0.057
O 3.219940 -1.496836 -2.323107 -0.1149 0.1223 0.0428 -0.051
O -1.035338 -0.674954 -5.115605 0.1980 0.1562 -0.1796 -0.050
O -4.242552 2.408255 1.990176 -0.5236 -0.2133 -0.1975 -0.073
O -4.297386 0.794983 -3.800898 0.1057 0.0869 -0.1689 -0.058
O -1.329617 -3.067681 7.068860 0.0094 0.1025 -0.0964 -0.048
O 5.074719 0.758575 2.122839 0.2515 0.1810 -0.1870 -0.073
N 1.106435 3.086720 -1.925159 0.4292 0.6490 -0.5834 -0.209
N -1.062121 1.953047 -2.191377 -0.7997 0.3294 -0.8233 -0.204
N 2.961005 2.449905 0.122276 -0.1008 0.0075 -0.7575 0.129
C -0.774828 0.545312 -0.262574 -3.2752 -0.0434 -2.0590 -0.379
C -2.214971 -1.202787 -2.066362 0.2852 0.8867 0.8306 -0.288
C 0.038871 0.255241 0.707328 1.7340 -1.1388 2.5935 -0.108
C -3.768896 0.852448 -0.510022 0.5309 -0.3474 -0.8345 -0.297
C 0.864245 2.164598 -1.021130 -0.1906 -0.1037 0.1612 -0.348
C -0.377571 1.520722 -1.152931 0.2747 0.3597 -0.3683 -0.391
C 1.718350 1.796253 0.011387 2.3996 0.8848 0.4609 -0.284
C 1.309875 0.866687 0.868459 -0.4481 -0.9687 1.0217 -0.012
H -3.674385 2.219994 2.741524 0.0074 0.0448 0.0889 0.037
H 1.963467 0.618069 1.684312 0.1422 -0.3326 0.2658 0.115
H 3.841812 -3.080875 4.250358 -0.0563 0.0847 -0.0202 0.008
H 2.624050 -1.337144 -1.584038 0.0075 -0.0824 0.0400 0.023
H 4.928861 1.706843 2.209022 -0.0444 -0.0020 0.1259 0.030
H -3.528376 1.270578 -3.463267 0.0068 -0.0760 0.1479 0.013
H -3.498537 1.851908 -0.820044 -0.0591 0.3419 0.0289 0.028
H 7.443794 -0.713477 3.914509 -0.0176 0.1801 -0.0667 0.052
H -0.348616 -0.227100 4.005949 -0.1911 -0.2119 0.0755 -0.004
H 8.232021 -0.601939 2.622467 0.1294 -0.0156 -0.0520 0.046
H -4.493917 3.327624 2.118126 0.1061 0.0607 0.1122 0.039
H 3.147302 2.877978 -0.775774 0.1561 0.4124 0.0898 0.073
H -4.353739 -3.223753 -3.883389 0.0869 -0.1563 0.1657 0.001
H 0.893480 -2.690333 3.216261 -0.4699 0.1530 0.3309 -0.017
H -7.653732 2.077714 0.176745 -0.0430 0.0120 -0.0319 0.032
H -4.268996 0.851653 0.436901 0.0771 0.1917 0.4400 -0.016
H -2.443111 -2.532619 -4.726098 0.2769 0.2662 0.0408 0.025
H 6.042684 0.668987 2.175644 -0.2549 -0.1491 0.2214 0.011
H 4.208548 3.284209 -5.203528 -0.0265 0.0002 0.0476 0.044
H -1.367345 -0.850054 -2.631106 0.1525 0.2000 -0.3358 0.005
H -0.098480 -0.859252 -4.984526 0.0294 -0.0001 -0.0117 0.044
H 2.304951 1.594726 -4.834122 0.3090 0.0153 -0.1041 0.022
H -3.118688 -1.068265 -2.640293 -0.2403 -0.1809 -0.1907 0.010
H -1.151525 -3.302977 -4.573248 0.0252 -0.0699 -0.0190 0.042
H 4.753241 -4.296277 1.334300 0.0244 -0.0387 -0.0227 0.036
H 3.743864 1.834962 0.305280 -0.1748 -0.2905 0.3412 0.070
H 0.329207 0.993097 3.401135 -0.0257 0.0691 0.0037 0.013
H -0.326487 -0.489547 1.388831 0.2933 -0.2477 0.4811 0.081
H -2.095619 4.353371 3.804951 -0.0361 0.0645 0.0263 0.053
H 4.297159 -1.636346 4.302409 0.0302 -0.2207 0.0786 0.028
H 1.685998 -3.910571 2.758745 0.1196 0.0128 -0.1570 0.042
H -4.473840 0.446846 -1.226977 -0.0719 -0.0801 -0.3289 0.024
H -0.770365 -3.222351 7.836008 0.0570 -0.0990 -0.0285 0.046
H 1.914384 1.071910 -3.457393 -0.0109 0.1394 0.0738 0.000
H -1.616742 -2.153626 7.167246 -0.0510 0.0082 -0.0493 0.048
H -1.437497 -2.622004 3.443322 -0.0756 0.1902 -0.0571 0.072
H -4.706547 1.406768 -4.420337 -0.0626 0.0001 0.0087 0.041
H -2.041880 3.831420 2.377762 -0.0638 -0.0271 -0.0622 0.048
H -2.026685 -2.235675 -1.831178 -0.2173 -0.3653 -0.0991 0.017
H 3.658457 -3.239162 1.291050 -0.1210 -0.0367 0.0400 0.021
H -1.103547 0.278983 -5.010178 -0.1056 0.0100 -0.0003 0.032
H -6.291324 2.258925 0.826572 0.1114 0.0560 0.0334 -0.001
H -5.658783 -2.454402 -4.023475 -0.0295 0.0550 0.0472 0.031
H -0.932325 -2.927614 4.850638 0.0790 0.1866 0.2498 0.038
H 4.290347 2.725798 -6.613050 -0.0437 -0.0398 -0.0581 0.046
H 3.004114 -0.809267 -2.964411 0.1457 -0.0224 -0.1336 -0.010
```
Positions in Å, forces in eV/Å.

Calculated values
* HOMO-LUMO gap: 6.74 eV

=====

ORCA calculation (ωB97M-V with the def2-TZVPD basis set) on a structure of composition C22H17BrCaClN5O4.

Geometry as XYZ:
```
51
Properties=species:S:1:pos:R:3:forces:R:3:lowdin_charge:R:1
Br 2.385142 0.597791 -2.563282 0.0191 0.0779 0.1221 0.789
Ca 0.687149 -0.875101 -0.335202 -0.1080 0.7369 -0.4766 1.280
Cl 2.652444 -1.430853 1.796340 -0.6722 0.0301 -0.3827 0.663
O 2.962672 -1.231712 0.373515 0.2781 -0.1152 0.0491 -0.477
O 3.328467 -0.475042 2.588387 0.1786 0.2348 0.1914 -0.283
O 2.939788 -2.763418 2.175822 0.1081 -0.2398 0.1201 -0.283
O 1.184693 -1.198754 1.872585 0.3855 -0.1029 0.4027 -0.482
N 1.810926 1.442548 -0.009810 -0.0526 -0.0608 -0.0753 -0.029
N -1.328220 -2.168120 -0.216087 0.0064 0.2734 0.0048 -0.061
N -1.291840 0.577369 -0.505938 0.0771 -0.6795 0.1087 -0.039
N 0.961806 -3.322226 -0.881571 -0.0974 0.1561 0.2111 0.023
N -1.281664 -3.407015 -0.002746 0.0950 -0.0348 -0.1063 0.073
C 1.391986 -5.881381 0.115919 0.0123 0.0649 -0.0191 -0.047
C 2.127393 -3.946855 -1.062970 0.0855 -0.0456 0.0229 -0.136
C 3.222190 3.819629 -0.111196 -0.0149 -0.0219 0.0200 -0.043
C 3.220521 2.968924 -1.204889 -0.0557 -0.0330 0.0623 -0.091
C -0.568061 4.083088 -1.406163 0.0021 0.0006 0.0167 -0.094
C 0.012101 -3.968959 -0.202886 -0.6179 -0.1391 0.0969 -0.323
C -2.448894 -0.056303 -0.267900 -0.0620 0.2142 -0.0581 -0.249
C -4.902215 -1.469872 0.255890 0.1648 -0.1624 -0.0027 -0.101
C 2.386483 -5.222392 -0.597367 -0.0091 0.0615 -0.0319 -0.052
C -4.873751 -0.072071 0.066821 0.0301 0.1769 -0.0316 -0.081
C -0.745883 2.711082 -1.504121 -0.0193 -0.0149 0.0765 -0.052
C -2.516189 -1.479579 -0.113398 0.2713 -0.5044 0.0945 -0.216
C -0.903353 4.753178 -0.237583 0.0106 0.0507 -0.0318 -0.111
C 0.181390 -5.248470 0.315486 0.2064 -0.0652 -0.0937 -0.003
C 2.510463 3.468320 1.026469 -0.0090 -0.0145 -0.0083 -0.032
C -1.249679 1.974780 -0.428428 0.1104 0.1136 -0.0828 -0.344
C -3.724713 -2.153424 0.158603 -0.2904 0.0566 -0.0151 -0.035
C 2.486483 1.806257 -1.070953 0.0889 -0.0242 -0.2894 -0.707
C -3.715905 0.606531 -0.181711 -0.1607 0.0702 0.0142 -0.028
C 1.821473 2.269976 1.037912 -0.0233 -0.0403 0.0624 -0.103
C -1.585396 2.661200 0.743538 -0.0001 0.0013 -0.0322 -0.057
C -1.419338 4.033353 0.831797 0.0011 0.0096 0.0470 -0.094
H -0.170820 4.632457 -2.251154 -0.0006 0.0056 -0.0041 0.101
H -0.631346 -5.706600 0.858860 -0.0228 0.0159 -0.0118 0.113
H -5.834471 -1.977859 0.456991 0.0046 -0.0246 0.0033 0.095
H -3.683907 -3.227169 0.277094 0.0005 -0.0019 0.0011 0.101
H -5.801369 0.486904 0.109880 -0.0037 -0.0018 0.0014 0.104
H -3.755161 1.676104 -0.333564 0.0300 -0.0126 -0.0019 0.106
H -1.684716 4.544078 1.749527 -0.0017 0.0046 0.0022 0.101
H 2.886442 -3.385132 -1.594024 0.0154 -0.0269 0.0121 0.114
H -0.769458 5.824517 -0.162436 0.0016 0.0006 -0.0005 0.096
H 1.563732 -6.873634 0.510925 0.0062 -0.0094 0.0024 0.111
H -0.485986 2.184326 -2.414926 -0.0062 -0.0089 -0.0027 0.097
H 3.773812 4.749287 -0.150492 0.0021 0.0084 -0.0021 0.115
H 3.350469 -5.674125 -0.779422 0.0008 -0.0178 0.0116 0.107
H 1.257277 1.942670 1.901308 0.0086 0.0170 0.0101 0.127
H 3.750612 3.192443 -2.117733 0.0097 0.0109 -0.0010 0.105
H 2.485277 4.108387 1.895929 0.0099 0.0184 -0.0030 0.114
H -1.968835 2.100870 1.588332 0.0063 -0.0084 -0.0031 0.120
```
Positions in Å, forces in eV/Å.

Calculated values
* HOMO-LUMO gap: 6.11 eV
* relative energy (zero: lowest compared OMol25 entry of this formula, charge and spin): 0.00 kJ/mol

=====

ORCA calculation (ωB97M-V with the def2-TZVPD basis set) on a cluster of 7 separate species, C15H44O7 in total.

Geometry as XYZ:
```
66
Properties=species:S:1:pos:R:3:forces:R:3:lowdin_charge:R:1
O 23.621000 0.816000 12.375000 -5.5751 -4.7551 3.7243 0.023
O 25.175000 -2.653000 11.676000 -0.2291 0.1857 0.1599 -0.134
O 23.505000 -1.268000 14.168000 1.0633 -0.7454 0.1028 -0.146
O 22.131000 -6.062000 12.762000 -9.7847 -2.1896 -0.9001 0.021
O 20.721000 2.440000 15.552000 -5.9174 7.1660 1.1179 0.004
O 21.320000 -1.750000 12.958000 -0.8137 1.1444 -1.4155 -0.127
O 19.691000 -2.142000 17.072000 -5.7966 -0.5333 -2.9128 0.012
C 21.671000 -3.178000 16.712000 2.0658 -0.4989 1.2380 -0.035
C 20.793000 -2.972000 19.059000 -1.2502 -0.4983 2.0415 -0.054
C 20.789000 -2.374000 17.702000 5.8278 -0.5733 -0.2151 -0.632
C 21.673000 1.606000 15.494000 3.4534 -6.1133 1.0124 -0.589
C 22.876000 1.804000 16.443000 -1.0939 1.1118 1.9798 -0.017
C 25.790000 0.457000 11.658000 -0.9125 1.5694 -0.4884 -0.028
C 20.927000 0.253000 15.692000 -0.2056 -0.7472 0.2285 -0.026
C 24.687000 1.408000 12.099000 8.1962 4.9912 -4.9026 -0.593
C 24.494000 -1.597000 15.139000 -1.1332 1.4231 0.6654 -0.099
C 24.125000 -6.881000 12.910000 1.6309 -1.6026 0.3982 -0.053
C 23.430000 -4.926000 14.214000 0.5861 1.4999 1.9953 -0.042
C 20.857000 -0.610000 12.199000 -1.0320 -1.4734 -0.6510 -0.142
C 26.418000 -3.279000 11.946000 0.0459 0.9074 -1.9054 -0.145
C 25.308000 2.453000 13.079000 -1.4429 1.3999 -2.7967 -0.013
C 23.289000 -5.626000 12.952000 6.9917 -0.0344 -1.4736 -0.688
H 24.015000 -7.553000 13.783000 -0.2450 0.5755 -0.0429 0.093
H 21.903000 -2.724000 15.744000 -1.0787 -0.1379 -0.0802 0.047
H 19.940000 -2.490000 19.602000 0.4403 -0.5998 -0.1341 0.091
H 26.254000 0.041000 12.468000 1.0921 -1.5601 2.3013 0.050
H 26.611000 -3.321000 12.966000 0.1419 -0.6289 2.1219 0.045
H 26.550000 1.012000 11.177000 0.8234 0.8326 -0.6258 0.076
H 23.913000 1.705000 16.101000 -0.5052 -0.1950 -0.3266 0.060
H 26.415000 -4.240000 11.448000 0.5159 -0.3896 0.1253 0.077
H 21.253000 -1.402000 17.795000 1.0563 0.4845 0.4266 0.111
H 20.687000 -4.081000 19.133000 -0.0996 0.7817 -0.2872 0.092
H 26.254000 2.977000 12.746000 -1.0791 -1.0421 0.3725 0.111
H 24.474000 -3.205000 12.056000 0.1968 0.2323 -0.1358 0.053
H 21.481000 -5.364000 12.937000 -0.1271 -0.3257 -0.1908 0.136
H 24.461000 1.987000 11.165000 0.6095 0.1699 0.2630 0.153
H 20.623000 0.191000 12.865000 -0.9065 0.5718 0.5938 0.047
H 20.913000 3.285000 15.089000 -0.1531 -0.8306 0.6547 0.140
H 23.227000 -3.844000 14.170000 -0.8373 -0.4548 0.1176 0.066
H 19.997000 -0.880000 11.494000 1.0153 0.2588 1.3531 0.111
H 23.579000 -5.161000 11.987000 0.7459 1.2907 0.5499 0.146
H 22.883000 1.304000 12.097000 -1.7220 0.7466 -0.2139 0.095
H 24.342000 -0.875000 15.913000 0.5029 0.8754 0.7623 0.070
H 24.333000 -2.485000 15.695000 -0.5817 -1.3853 -0.3542 0.051
H 22.703000 1.180000 17.337000 0.4148 -0.0878 -0.3167 0.073
H 23.859000 -7.518000 12.067000 -0.2425 0.2532 -0.2102 0.083
H 22.696000 -3.151000 17.136000 -0.2553 -0.1435 0.2483 0.079
H 27.254000 -2.642000 11.580000 -0.7405 -0.3551 -0.3210 0.092
H 24.515000 3.201000 13.154000 0.2026 0.4953 0.1655 0.074
H 25.463000 -0.272000 10.986000 -0.6986 -1.2888 -0.8604 0.062
H 22.880000 -5.507000 15.006000 0.2618 0.8924 -0.7511 0.121
H 22.146000 -1.411000 13.330000 -0.0449 -0.8013 0.4362 -0.009
H 21.451000 -0.693000 15.652000 1.0336 0.2661 0.6969 0.044
H 25.320000 2.019000 13.996000 0.8322 -1.2477 3.0125 0.022
H 21.485000 -4.278000 16.672000 -0.5076 0.9371 -0.2664 0.090
H 23.834000 -0.553000 13.604000 0.0048 0.0091 0.0069 0.059
H 21.611000 -0.180000 11.575000 0.8126 -0.2509 -0.7733 0.044
H 25.200000 -6.718000 12.809000 0.0463 0.3348 0.0772 0.075
H 20.197000 -0.064000 14.946000 -0.2517 1.1448 -0.4908 0.076
H 24.454000 -4.918000 14.518000 0.9903 -0.2018 0.3284 0.076
H 20.316000 0.317000 16.614000 0.6267 0.0737 -0.2056 0.090
H 22.000000 1.712000 14.550000 2.1673 -0.7892 -3.7635 0.080
H 19.124000 -1.515000 17.491000 -0.5528 0.6152 0.5756 0.101
H 21.670000 -2.685000 19.654000 0.0123 -0.1115 -0.4324 0.083
H 25.500000 -1.572000 14.814000 0.9962 0.0546 -0.7911 0.075
H 22.744000 2.834000 16.887000 0.4129 -0.7025 -0.6183 0.090
```
Positions in Å, forces in eV/Å.

Calculated values
* HOMO-LUMO gap: 9.99 eV
* SMILES: CC(C)O.CC(C)O.CC(C)O.CC(C)O.CO.CO.CO
* relative energy (zero: lowest compared OMol25 entry of this formula, charge and spin): 722.05 kJ/mol

=====

- The lowest HOMO-LUMO gap belongs to which entry?
  C22H17BrCaClN5O4